Molecular formula: C9H14
Method: DFT, the ωB97M-V functional and the def2-TZVPD basis

Summary:
Multiplicity: 2
Highest occupied orbital energy (alpha / beta) (eV): 0.87 / -3.23
⟨S²⟩: 0.76
Total charge: -1
Energy above the lowest of the compared OMol25 structures with the same formula, charge and spin (kJ/mol): 48.3

```
23
Properties=species:S:1:pos:R:3:mulliken_spin:R:1
C -2.882 -0.896 0.621 0.020
C -1.839 0.252 0.819 0.033
H -2.676 -1.386 -0.328 -0.017
H -2.799 -1.562 1.480 -0.006
H -3.899 -0.503 0.688 0.002
H -2.169 0.732 1.739 -0.033
H -1.988 0.995 0.036 0.011
H -0.859 -0.193 0.779 0.016
C 0.369 1.930 -1.342 0.008
C 1.340 0.784 0.697 0.478
C 0.955 0.718 -0.707 0.190
C 2.027 -0.310 1.214 -0.248
C 1.016 -0.508 -1.367 0.016
C 2.343 -1.426 0.440 0.297
C 1.802 -1.554 -0.890 0.140
H 1.170 1.674 1.271 0.097
H 2.436 -0.201 2.214 -0.060
H -0.200 2.514 -0.643 -0.003
H -0.408 1.753 -2.102 -0.011
H 0.586 -0.635 -2.361 0.031
H 2.776 -2.308 0.902 0.071
H 1.803 -2.513 -1.400 -0.037
H 1.096 2.642 -1.760 0.005
```